DFT (ωB97M-V/def2-TZVPD) results for a cluster of 2 separate species, C4H15N2O in total at a distorted geometry.

For the HOMO energy (alpha / beta), the calculation gives -18.893 / -18.892 eV. As for the spin multiplicity: 2. The value obtained for the LUMO energy (alpha / beta) is -7.029 / -12.482 eV. Its expectation value of S² is 0.754. Its total charge is +2. Its max |F| is 3.2 eV/Å. The orbital gap (alpha / beta) comes out at 11.863 / 6.410 eV.

Last column: natural (NBO) charge in e.
CARTESIAN COORDINATES (ANGSTROEM)
C 1.6922 0.5078 -0.7934  -0.288
N 1.9950 -0.4702 0.3093  -0.104
C 1.7354 -0.0361 1.6115  -0.516
C 0.2239 0.6967 -0.7877  -0.264
N -0.5566 -0.5307 -0.5827  -0.501
C -1.7142 -0.8696 -1.4365  -0.434
H 2.0200 0.0977 -1.7074  0.254
H 2.2593 1.4163 -0.7336  0.306
H 2.7839 -1.0517 0.1701  0.439
H 1.7213 1.1211 1.6033  0.285
H 2.5694 -0.3703 2.2560  0.304
H 0.7997 -0.3686 2.0402  0.294
H -0.0142 0.9621 -1.8477  0.282
H 0.0593 1.3803 0.0876  0.261
H 0.0774 -1.2826 -0.7329  0.420
H -0.8859 -0.4546 0.3534  0.465
H -1.3559 -0.8974 -2.5248  0.251
H -2.4560 -0.0159 -1.3843  0.267
H -2.0554 -1.8722 -1.0369  0.268
H -3.5865 0.5529 1.0961  0.513
H -2.5699 0.7878 2.2728  0.505
O -2.6324 0.6511 1.3048  -1.007